{
  "formula": "C27H48I2N2ORhSi4Te",
  "method": "ωB97M-V with the def2-TZVPD basis set",
  "multiplicity": 1,
  "e_homo_ev": [-3.4, -3.4],
  "lumo_ev": [2.2, 2.2],
  "de_lowest_kcal_mol": 0.00,
  "total_charge": -1,
  "symbols": ["Rh", "I", "C", "C", "C", "I", "C", "O", "C", "C", "N", "C", "C", "C", "C", "C", "C", "N", "C", "H", "H", "H", "H", "H", "H", "H", "H", "H", "H", "H", "C", "Si", "C", "C", "Si", "Te", "Si", "C", "C", "C", "Si", "C", "C", "C", "H", "H", "H", "H", "H", "H", "H", "H", "H", "H", "H", "H", "H", "H", "H", "H", "H", "H", "H", "H", "H", "H", "H", "H", "H", "H", "H", "C", "C", "C", "C", "C", "H", "H", "H", "H", "H", "H", "H", "H", "H", "H"],
  "positions_angstrom": [[-2.379, -0.140, -0.405], [-1.467, 5.741, 4.444], [-1.769, 4.509, 2.775], [-1.327, 4.910, 1.524], [-1.506, 4.066, 0.449], [-0.844, 4.722, -1.421], [-2.096, 2.769, 0.534], [-2.142, 2.006, -0.498], [-2.631, 2.459, 1.824], [-3.495, 1.247, 2.032], [-2.770, -0.005, 1.798], [-3.468, -1.197, 2.260], [-3.378, -2.357, 1.296], [-3.585, -3.647, 1.757], [-3.632, -4.706, 0.868], [-3.474, -4.410, -0.478], [-3.253, -3.100, -0.854], [-3.190, -2.072, -0.002], [-2.434, 3.304, 2.907], [-0.837, 5.864, 1.386], [-4.332, 1.264, 1.328], [-3.904, 1.281, 3.050], [-1.837, 0.044, 2.199], [-4.530, -0.948, 2.361], [-3.122, -1.520, 3.246], [-3.702, -3.812, 2.821], [-3.780, -5.721, 1.211], [-3.502, -5.183, -1.233], [-3.116, -2.850, -1.897], [-2.833, 3.012, 3.872], [1.995, 1.832, -2.035], [2.703, 0.115, -1.786], [4.553, 0.214, -2.179], [1.929, -1.096, -3.001], [2.271, -0.650, 0.375], [-0.060, -1.549, 0.427], [2.490, 0.992, 2.021], [4.256, 1.650, 2.177], [1.984, 0.295, 3.699], [1.326, 2.413, 1.645], [3.650, -2.472, 0.843], [3.387, -3.819, -0.450], [5.500, -2.074, 0.880], [3.226, -3.198, 2.532], [1.984, 2.106, -3.095], [2.605, 2.570, -1.505], [0.976, 1.909, -1.660], [4.703, 0.570, -3.203], [5.039, -0.761, -2.092], [5.062, 0.909, -1.507], [1.911, -0.694, -4.019], [0.907, -1.327, -2.692], [2.494, -2.032, -3.012], [4.948, 0.859, 2.474], [4.306, 2.443, 2.929], [4.606, 2.065, 1.228], [2.624, -0.531, 4.015], [0.960, -0.082, 3.640], [2.024, 1.074, 4.467], [1.598, 2.952, 0.736], [1.285, 3.132, 2.469], [0.316, 2.019, 1.498], [3.712, -3.482, -1.437], [2.326, -4.071, -0.513], [3.947, -4.724, -0.199], [5.863, -1.733, -0.092], [6.075, -2.961, 1.161], [5.718, -1.291, 1.611], [2.146, -3.322, 2.634], [3.575, -2.544, 3.335], [3.702, -4.175, 2.665], [-1.277, 1.352, -3.559], [-2.674, 0.753, -3.350], [-3.103, 0.014, -4.623], [-3.684, 1.873, -3.075], [-2.596, -0.239, -2.198], [-1.299, 2.072, -4.385], [-0.545, 0.577, -3.799], [-0.968, 1.863, -2.652], [-3.177, 0.712, -5.462], [-4.080, -0.458, -4.489], [-2.379, -0.762, -4.886], [-3.683, 2.579, -3.913], [-3.429, 2.397, -2.160], [-4.691, 1.460, -2.975], [-2.703, -1.255, -2.613]],
  "lowdin_charge": [0.667, 0.776, -0.761, -0.263, -0.632, 0.923, -0.452, -0.245, -0.157, -0.176, -0.176, -0.157, -0.301, -0.033, -0.065, -0.059, -0.135, -0.046, -0.138, 0.072, 0.123, 0.113, 0.058, 0.131, 0.126, 0.113, 0.104, 0.103, 0.090, 0.092, -0.235, 0.317, -0.225, -0.236, -0.021, 0.454, 0.318, -0.221, -0.221, -0.207, 0.301, -0.229, -0.219, -0.230, 0.034, 0.023, -0.011, 0.023, 0.006, 0.019, 0.024, -0.013, 0.013, 0.007, 0.023, 0.018, 0.006, 0.011, 0.026, 0.019, 0.038, 0.017, 0.011, 0.015, 0.022, 0.007, 0.023, 0.009, 0.012, 0.009, 0.022, -0.071, -0.653, -0.088, -0.070, -0.191, 0.085, 0.072, 0.009, 0.076, 0.077, 0.077, 0.079, 0.048, 0.077, 0.018]
}